P) DFT (ωB97M-V/def2-TZVPD) results for a single C2H4N4S molecule.

The gap between HOMO and LUMO comes out at 9.7 eV. As for the highest occupied orbital energy: -9.112 eV. Its net charge is 0. Its structure (SMILES) is Nn1ncnc1S.

```
11
Properties=species:S:1:pos:R:3:lowdin_charge:R:1
N -0.546 -1.504 -0.569 0.061
N -0.194 -0.232 0.106 -0.289
N -0.423 -0.038 1.407 0.080
C 0.137 1.213 1.510 -0.231
N 0.743 1.717 0.402 0.066
C 0.298 0.759 -0.503 -0.681
S 0.808 0.706 -2.299 0.725
H -1.353 -1.974 -0.046 0.114
H 0.319 -2.149 -0.216 0.162
H 0.341 1.837 2.431 0.119
H -0.130 -0.334 -2.225 -0.126
```


Q) DFT (ωB97M-V/def2-TZVPD) results for a single C2H4N4S molecule.

The gap between HOMO and LUMO comes out at 8.7 eV. As for the highest occupied orbital energy: -8.044 eV. Its net charge is 0. Its structure (SMILES) is [H]/N=c1\[nH]nc(S)[nH]1.

```
11
Properties=species:S:1:pos:R:3:lowdin_charge:R:1
H -0.031 2.972 0.001 0.047
N -0.542 2.336 0.634 0.089
C -0.167 1.168 0.302 -0.453
N 0.840 0.594 -0.531 -0.036
N 0.838 -0.687 -0.780 -0.005
C -0.235 -1.134 -0.186 -0.705
S -0.405 -2.888 0.258 0.785
N -0.763 -0.100 0.467 0.072
H 1.853 1.100 -0.522 0.214
H 0.092 -3.292 -0.855 -0.176
H -1.482 -0.069 1.211 0.167
```


The energetic minimum among the shown structures is Q); the next structure lies 11.1 kcal/mol above.